Entry 1:
Below is C4H11InNO9P2 as an isolated structure at a distorted geometry, with properties calculated with wB97M-V/def2-TZVPD.

Gap between HOMO and LUMO ... 2.30 eV
HOMO level ... 3.5987 eV
E ... -1763.5859 Eh
Total charge ... -3

Geometry as XYZ:
```
28
Properties=species:S:1:pos:R:3:forces:R:3:mulliken_charge:R:1
In 0.31670 -1.44611 -0.27124 2.0 -1.6 1.4 0.650
P 2.59838 -1.21618 2.39651 2.1 0.0 0.1 0.585
O 2.35194 -2.57057 3.06743 -0.1 -0.9 0.9 -0.556
O 1.29669 -0.43281 2.30827 -1.5 1.3 -0.4 -0.583
O 2.92724 -1.74991 0.96705 -0.2 0.7 -1.2 -0.521
O 3.79778 -0.43999 3.02320 -1.2 -0.2 -0.4 -0.893
P 1.84981 -4.75241 -0.46821 1.0 -1.4 0.5 0.760
O 1.32209 -3.80060 -1.52595 -0.7 0.4 -1.2 -0.702
O 1.60223 -6.26387 -0.62585 -0.3 0.8 -0.7 -0.852
O 1.37668 -4.22542 0.88868 -1.2 0.4 1.5 -0.388
O 3.35238 -4.51358 -0.12450 0.2 0.2 -0.2 -0.514
C -2.78470 2.65635 0.93606 -0.5 -0.1 -1.2 -1.498
C -2.04882 1.49653 0.19857 1.3 0.6 0.1 0.198
C -1.36739 1.99015 -1.13484 -0.2 -1.4 0.7 -0.750
O -0.44914 1.02075 -1.71869 -1.2 1.5 -0.1 -0.159
C 0.15395 1.49112 -2.92462 1.3 -0.8 0.3 -0.937
N -1.03035 0.93545 1.08520 -1.0 0.3 -0.3 -0.278
H -3.55710 3.09050 0.30123 -0.1 0.3 -0.4 0.393
H -2.11340 3.45653 1.24779 0.2 -0.1 0.0 0.343
H -3.37227 2.31756 1.78934 0.4 -0.4 0.2 0.411
H -2.76968 0.72001 -0.05734 -0.1 -0.2 0.0 0.179
H -0.81823 2.89640 -0.87944 -0.1 0.4 -0.3 0.388
H -2.18477 2.10175 -1.84725 0.0 0.7 -0.2 0.364
H 1.22197 1.61000 -2.74215 0.2 0.4 0.3 0.328
H -0.17706 2.42082 -3.38742 -0.7 0.1 0.4 0.350
H 0.19300 0.70329 -3.67688 -0.7 -0.2 0.0 0.304
H -0.23964 1.55802 1.17053 0.6 -0.2 -0.1 0.186
H -1.44840 0.94616 2.00456 0.3 -0.6 0.4 0.191
```
Forces are in eV/Å.



Entry 2:
Below is C4H5N3S as an isolated structure at a distorted geometry, with properties calculated with wB97M-V/def2-TZVPD.

Gap between HOMO and LUMO ... 8.70 eV
HOMO level ... -8.4915 eV
E ... -717.7838 Eh
Energy above the lowest of the compared OMol25 structures with the same formula, charge and spin ... 2.988 eV
Total charge ... 0

Geometry as XYZ:
```
13
Properties=species:S:1:pos:R:3:forces:R:3:mulliken_charge:R:1
C -0.60224 -0.27034 -0.04586 -0.2 -1.9 0.6 0.580
C 0.03074 -1.56247 0.13110 -0.8 0.5 -1.1 0.021
C 2.00392 -0.39429 -0.02849 2.1 -6.4 -1.1 -0.152
C 0.20388 0.79815 -0.03307 -0.9 1.8 -0.1 0.303
H -2.52117 -0.81350 0.80502 1.8 3.0 -4.2 0.302
H -2.46697 0.91263 -0.31663 2.2 -3.9 0.8 0.297
H -0.77451 -2.43039 0.24507 2.4 1.3 -0.3 0.220
H 3.06635 -0.50673 -0.21097 0.2 0.1 0.4 0.365
H 0.67104 2.93990 -0.27755 -0.3 0.2 0.1 0.171
N -1.96651 -0.13834 -0.21803 -4.9 -0.4 3.7 -0.699
N 1.37038 -1.66185 0.00789 -1.7 1.7 1.2 -0.568
N 1.50937 0.73771 -0.06334 -0.3 3.3 0.3 -0.499
S -0.52428 2.38953 0.00486 0.3 0.7 -0.2 -0.340
```
Forces are in eV/Å.



Entry 3:
Below is one molecule with the formula C4H7NO3 at a distorted geometry, with properties calculated with wB97M-V/def2-TZVPD.

Gap between HOMO and LUMO ... 10.84 eV
Structure (SMILES) ... CC(=O)N(C)C(=O)O
HOMO level ... -10.3616 eV
E ... -437.0984 Eh
Energy above the lowest of the compared OMol25 structures with the same formula, charge and spin ... 1.225 eV
Total charge ... 0

Geometry as XYZ:
```
15
Properties=species:S:1:pos:R:3:forces:R:3:mulliken_charge:R:1
C -0.88941 1.07365 -1.36681 -0.1 0.5 0.2 -0.829
C -0.94654 -0.01016 -0.31879 -0.3 -3.1 -0.8 0.440
O -1.90375 -0.77735 -0.28344 1.5 1.3 0.5 -0.561
N 0.29870 -0.40940 0.35691 -1.5 0.1 -0.1 0.114
C 0.59873 -1.79792 0.61825 -0.3 -0.8 -0.3 -0.981
C 1.17586 0.54927 0.72915 0.0 2.3 -0.6 0.621
O 2.38486 0.52992 0.72016 -1.7 0.0 0.6 -0.538
O 0.39958 1.73577 0.93324 1.6 -0.3 0.5 -0.543
H 0.12998 1.31535 -1.67150 -0.1 0.1 0.2 0.302
H -1.40053 1.95841 -0.97969 0.2 0.1 -0.2 0.236
H -1.44634 0.74174 -2.24812 0.0 -0.2 0.3 0.371
H 1.40946 -1.89680 1.34625 -0.1 0.2 -0.3 0.359
H 0.86792 -2.27866 -0.32768 0.1 -0.2 0.3 0.310
H -0.28242 -2.30352 1.02433 0.1 0.2 -0.1 0.337
H -0.39609 1.56970 1.46775 0.5 -0.2 -0.2 0.360
```
Forces are in eV/Å.



Entry 4:
Below is one molecule with the formula C3H2F2N2O at a distorted geometry, with properties calculated with wB97M-V/def2-TZVPD.

Gap between HOMO and LUMO (spin up / spin down) ... 8.63 / 8.02 eV
<S²> ... 2.010
2S+1 ... 3
HOMO level (spin up / spin down) ... -7.9748 / -9.4813 eV
E ... -499.7171 Eh
Energy above the lowest of the compared OMol25 structures with the same formula, charge and spin ... 0.000 eV
Total charge ... 0

Geometry as XYZ:
```
10
Properties=species:S:1:pos:R:3:forces:R:3:lowdin_spin:R:1
C 0.88576 2.17690 -1.63012 2.5 -2.8 0.4 1.199
C 0.96607 -0.76281 -1.75759 -2.6 1.2 -3.0 0.021
C -0.27345 1.80316 -0.94621 -1.6 3.9 2.9 0.175
N 0.48489 -0.33082 -0.62619 2.5 -1.0 4.4 0.034
N -0.46014 0.63344 -0.29287 0.4 -0.9 -2.1 0.007
O -0.89033 2.85975 -0.71661 -1.8 -1.7 0.0 0.238
F 0.83026 2.61903 -2.79743 0.2 1.7 -2.7 0.319
F 2.18192 -1.21711 -1.66649 0.5 -0.5 1.4 0.003
H 1.12118 -0.42075 0.20539 -0.3 -0.1 -0.8 0.002
H -1.22783 0.39896 0.32440 0.1 0.1 -0.4 0.002
```
Forces are in eV/Å.



Entry 5:
Below is a 2-piece molecular cluster, C3H2N2O4 overall at a distorted geometry, with properties calculated with wB97M-V/def2-TZVPD.

Gap between HOMO and LUMO (spin up / spin down) ... 7.73 / 8.01 eV
HOMO level (spin up / spin down) ... -8.4810 / -8.6349 eV
E ... -525.8793 Eh
Energy above the lowest of the compared OMol25 structures with the same formula, charge and spin ... 1.834 eV
Total charge ... 0

Geometry as XYZ:
```
11
Properties=species:S:1:pos:R:3:forces:R:3:mulliken_charge:R:1
C 0.30936 0.04087 -1.25313 -3.3 -3.3 2.6 -0.146
C -0.43350 -1.25735 -1.51526 0.9 1.7 0.0 0.423
C 1.28739 1.27242 2.78982 0.1 0.8 -0.6 0.676
N -0.76605 -0.66621 0.56060 1.3 1.8 0.8 0.474
N -1.14344 -1.48165 -0.30287 0.3 -1.4 -2.6 -0.700
O 0.25930 0.78974 2.78207 -2.5 -1.6 0.5 -0.357
O -0.40128 -1.88227 -2.54733 -0.4 -0.5 0.2 -0.590
O 2.26466 1.84826 2.70845 2.3 0.9 0.2 -0.329
O 0.03279 0.44064 -0.02655 -0.4 -0.5 0.2 -0.197
H 0.71238 0.72483 -1.88946 1.5 1.5 -1.6 0.437
H -1.44737 -0.29281 1.20764 0.1 0.5 0.2 0.308
```
Forces are in eV/Å.



Entry 6:
Below is a 2-piece molecular cluster, C17H18F3N5O2 overall at a distorted geometry, with properties calculated with wB97M-V/def2-TZVPD.

Gap between HOMO and LUMO ... 5.33 eV
HOMO level ... -6.6792 eV
E ... -1382.4802 Eh
Energy above the lowest of the compared OMol25 structures with the same formula, charge and spin ... 0.098 eV
Total charge ... 0

Geometry as XYZ:
```
45
Properties=species:S:1:pos:R:3:forces:R:3:mulliken_charge:R:1
C -2.82888 1.21834 -2.07237 -0.3 -0.2 0.1 -0.814
N -1.39504 1.52418 -2.19099 1.2 -0.7 0.2 0.273
C -1.03420 2.65233 -3.06596 -0.1 0.4 -0.1 -0.893
C -0.49557 0.72985 -1.65759 -1.4 -0.3 -0.4 -0.583
C 0.93843 0.90818 -1.83733 1.5 0.6 -0.2 0.440
C 1.55909 2.14345 -1.54104 -0.5 -0.3 -0.2 -0.109
C 2.91276 2.33185 -1.75954 0.0 -0.2 0.1 -1.000
C 3.66711 1.28300 -2.27385 0.1 0.0 0.0 0.272
C 5.13921 1.49152 -2.49287 1.3 0.2 -0.2 0.846
F 5.86136 0.33792 -2.36527 -0.7 1.0 -0.2 -0.257
F 5.39488 1.98307 -3.74959 -0.2 -0.4 1.0 -0.244
F 5.66833 2.38862 -1.60591 -0.5 -0.7 -0.8 -0.259
C 3.08930 0.06439 -2.61241 0.0 0.2 0.2 -0.882
C 1.73788 -0.13192 -2.36954 -0.8 0.2 0.1 -0.353
H -3.37695 2.05325 -2.51715 0.0 -0.3 0.2 0.317
H -3.07348 0.29754 -2.62358 0.2 0.3 0.2 0.322
H -3.10904 1.09086 -1.02047 0.2 0.0 -0.2 0.302
H -1.94849 2.93921 -3.59288 0.4 0.0 0.0 0.346
H -0.67467 3.51263 -2.48538 -0.2 -0.3 -0.2 0.320
H -0.27136 2.36757 -3.80256 -0.2 0.0 0.3 0.374
H -0.86689 -0.16159 -1.13992 0.2 0.2 -0.3 0.626
H 0.96619 2.96674 -1.14219 0.2 -0.3 0.0 0.561
H 3.39274 3.27769 -1.52143 -0.1 -0.2 0.0 0.422
H 3.70556 -0.72293 -3.03892 -0.2 0.1 0.1 0.411
H 1.27203 -1.08019 -2.63846 0.1 0.2 0.2 0.467
C -0.82638 -4.49593 1.93822 0.0 -0.4 0.0 -1.120
N -1.04296 -3.09454 2.21542 -0.2 0.8 0.3 0.039
C -1.30442 -2.81263 3.56413 -0.3 1.4 0.7 0.313
O -1.34772 -3.68776 4.42272 0.1 0.5 -0.7 -0.663
N -1.52372 -1.44677 3.91982 0.2 -2.4 0.2 0.033
C -1.79823 -1.15606 5.32218 0.0 -0.2 -0.2 -1.031
C -1.48745 -0.49642 2.96098 0.3 1.7 -2.6 1.529
C -1.21454 -0.78902 1.58854 -0.2 -1.1 2.2 -0.416
C -0.98877 -2.15129 1.15422 -0.1 1.2 0.2 0.484
O -0.76934 -2.48682 -0.00783 0.1 -0.3 0.0 -0.773
N -1.21742 0.37259 0.90021 -0.5 2.3 -0.1 -0.250
C -1.50819 1.33748 1.82896 0.4 -2.6 0.2 -0.610
N -1.66767 0.84419 3.09851 0.0 -0.3 -0.3 -0.790
H -0.61595 -4.59483 0.87579 0.0 0.0 0.1 0.356
H 0.01321 -4.86174 2.53977 -0.2 0.0 -0.2 0.310
H -1.71967 -5.06774 2.21481 0.2 0.0 -0.1 0.308
H -1.91853 -0.07706 5.41074 0.0 -0.1 0.0 0.389
H -2.70903 -1.68123 5.62692 0.2 0.2 0.1 0.280
H -0.96533 -1.51275 5.93592 -0.2 0.1 0.0 0.281
H -1.61822 2.39280 1.60719 0.1 -0.2 -0.1 0.425
```
Forces are in eV/Å.